Run one
Density functional theory data (wB97M-V/def2-TZVPD) for one molecule with the formula C6H10BrN3O.

The lowest unoccupied orbital energy (alpha / beta) is -0.06 / -0.37 eV. The total charge is 0. Its gap between HOMO and LUMO (alpha / beta) is 8.3 / 7.9 eV. As for the multiplicity: 1.

Each line ends with the Mulliken charge.
Positions of all 21 atoms, in Å:
C1 -3.464 0.409 -0.130  0.047
C2 -2.248 -0.310 0.131  0.861
C3 2.948 -1.044 -0.487  -1.152
C4 2.599 0.241 0.234  -0.373
C5 1.198 0.827 0.136  -0.454
C6 0.147 -0.220 0.405  -0.730
N1 -2.143 2.296 -0.664  -0.151
N2 -4.534 -0.143 0.114  -0.462
N3 -1.188 0.276 0.232  -0.351
O1 -3.284 1.762 -0.593  -0.131
Br1 -2.493 -2.214 0.138  -0.158
H1 4.026 -1.208 -0.206  0.323
H2 2.234 -1.920 -0.345  0.307
H3 3.029 -0.940 -1.607  0.289
H4 2.834 -0.130 1.260  0.283
H5 3.203 0.979 -0.257  0.303
H6 1.307 1.703 0.883  0.231
H7 0.888 1.175 -0.769  0.420
H8 0.224 -0.551 1.499  0.285
H9 0.236 -1.224 -0.077  0.334
H10 -5.517 0.237 0.103  0.280

=====

Run two
Density functional theory data (wB97M-V/def2-TZVPD) for a 3-piece molecular cluster, C6H10BrN3O overall.

The lowest unoccupied orbital energy is 0.57 eV. The total charge is 0. Its gap between HOMO and LUMO is 10.4 eV. As for the multiplicity: 1.

Each line ends with the Mulliken charge.
Positions of all 21 atoms, in Å:
C1 -2.373 1.191 0.051  -0.487
C2 -1.519 -0.120 0.084  -0.493
C3 -0.241 0.499 0.379  0.621
N1 0.521 1.082 1.167  -0.530
N2 -0.057 1.841 -0.037  -0.260
C4 -1.391 2.388 0.237  -0.725
H1 -2.876 1.275 -0.910  0.254
H2 -3.125 1.179 0.837  0.308
H3 -1.821 -0.832 0.849  0.297
H4 -1.506 -0.615 -0.886  0.251
H5 -1.580 3.197 -0.467  0.368
H6 -1.433 2.783 1.256  0.286
C5 2.755 -1.978 0.033  -0.556
N3 1.596 -2.755 -0.194  -0.249
C6 0.657 -3.338 0.232  0.549
O1 -0.331 -3.910 0.455  -0.488
H7 2.495 -1.030 0.509  0.232
H8 3.465 -2.517 0.665  0.321
H9 3.214 -1.779 -0.934  0.204
Br1 2.307 1.526 -2.102  -0.369
H10 1.244 1.913 -1.225  0.467

=====

Most stable structure: run two

=====

Run one
Density functional theory data (wB97M-V/def2-TZVPD) for one molecule with the formula C21H27N3O4S.

The lowest unoccupied orbital energy is 0.54 eV. The total charge is 0. Its gap between HOMO and LUMO is 8.7 eV. As for the multiplicity: 1.

Each line ends with the Mulliken charge.
Positions of all 56 atoms, in Å:
C1 -1.895 0.782 -7.885  -1.002
C2 -2.684 1.586 -6.860  -0.343
C3 -1.859 1.887 -5.607  -0.791
N1 -1.466 0.706 -4.868  -0.157
S1 -0.013 -0.044 -5.247  1.333
O1 0.784 0.855 -6.028  -0.669
O2 -0.280 -1.365 -5.748  -0.699
C4 0.698 -0.184 -3.618  0.043
C5 0.513 -1.335 -2.880  -0.851
C6 1.046 -1.439 -1.606  -0.433
C7 1.772 -0.373 -1.080  0.806
O3 2.359 -0.362 0.148  -0.430
C8 2.318 -1.534 0.936  -0.989
C9 0.934 -1.888 1.502  1.076
O4 0.480 -3.007 1.344  -0.676
N2 0.271 -0.918 2.154  0.148
C10 0.775 0.378 2.541  -0.945
C11 0.933 0.443 4.067  -0.876
N3 -0.343 0.158 4.682  0.240
C12 -0.618 0.636 5.964  0.399
C13 0.366 1.173 6.795  -0.260
C14 0.037 1.690 8.036  -0.720
C15 -1.271 1.678 8.482  -0.476
C16 -2.257 1.147 7.666  -0.652
C17 -1.939 0.639 6.423  -0.239
C18 -0.829 -1.153 4.304  -0.683
C19 -0.998 -1.220 2.787  -0.982
C20 1.945 0.792 -1.834  -0.911
C21 1.408 0.884 -3.100  -0.369
H1 -2.506 0.581 -8.762  0.376
H2 -1.008 1.331 -8.194  0.290
H3 -1.568 -0.167 -7.466  0.221
H4 -3.001 2.535 -7.297  0.328
H5 -3.583 1.035 -6.569  0.278
H6 -0.928 2.384 -5.884  0.377
H7 -2.424 2.538 -4.930  0.313
H8 -2.200 0.017 -4.798  0.308
H9 -0.036 -2.152 -3.319  0.468
H10 0.885 -2.341 -1.039  0.458
H11 2.670 -2.403 0.369  0.385
H12 3.014 -1.353 1.762  0.416
H13 0.043 1.133 2.232  0.174
H14 1.722 0.593 2.053  0.545
H15 1.712 -0.274 4.381  0.310
H16 1.247 1.452 4.339  0.573
H17 1.400 1.177 6.488  0.379
H18 0.818 2.096 8.662  0.364
H19 -1.522 2.078 9.453  0.377
H20 -3.285 1.138 7.996  0.361
H21 -2.726 0.254 5.792  0.398
H22 -0.113 -1.934 4.612  0.231
H23 -1.781 -1.355 4.792  0.492
H24 -1.739 -0.484 2.460  0.306
H25 -1.304 -2.219 2.475  0.486
H26 2.513 1.602 -1.405  0.439
H27 1.542 1.764 -3.707  0.459

=====

Run two
Density functional theory data (wB97M-V/def2-TZVPD) for one molecule with the formula C21H27N3O4S.

The lowest unoccupied orbital energy is 0.78 eV. The total charge is 0. Its gap between HOMO and LUMO is 9.5 eV. As for the multiplicity: 1.

Each line ends with the Mulliken charge.
Positions of all 56 atoms, in Å:
C1 4.942 4.252 0.372  -1.068
C2 5.791 3.503 -0.652  -0.461
O1 5.804 2.106 -0.431  -0.481
C3 4.736 1.346 -0.782  1.078
C4 3.609 1.807 -1.455  -0.651
C5 2.585 0.931 -1.777  -0.719
C6 2.688 -0.396 -1.426  -0.501
S1 1.377 -1.545 -1.797  1.514
O2 1.925 -2.729 -2.392  -0.778
O3 0.344 -0.853 -2.526  -0.742
N1 0.901 -1.952 -0.236  0.229
C7 0.314 -3.268 -0.092  -1.081
C8 -1.145 -3.290 -0.548  -0.486
C9 -1.941 -2.240 0.222  -0.830
C10 -1.309 -0.857 0.006  1.214
C11 -2.071 0.169 0.831  -0.043
O4 -1.707 0.567 1.920  -0.701
N2 -3.200 0.605 0.229  -0.152
C12 -4.202 1.356 0.942  -0.944
C13 -5.510 0.609 1.003  0.721
C14 -6.543 1.035 1.834  -0.885
C15 -7.726 0.317 1.842  -0.262
C16 -7.839 -0.798 1.024  -0.550
C17 -6.756 -1.137 0.232  -0.207
N3 -5.623 -0.454 0.219  -0.268
C18 0.163 -0.902 0.428  -1.662
C19 3.804 -0.870 -0.759  -0.538
C20 4.838 -0.016 -0.430  0.728
C21 6.061 -0.493 0.287  -1.541
H1 5.007 5.321 0.189  0.377
H2 5.306 4.042 1.375  0.306
H3 3.901 3.945 0.315  0.347
H4 6.839 3.800 -0.551  0.347
H5 5.466 3.732 -1.674  0.346
H6 3.515 2.843 -1.740  0.362
H7 1.705 1.269 -2.303  0.525
H8 0.920 -3.944 -0.695  0.471
H9 0.390 -3.553 0.962  0.429
H10 -1.567 -4.284 -0.386  0.440
H11 -1.177 -3.066 -1.616  0.317
H12 -2.983 -2.233 -0.106  0.329
H13 -1.924 -2.476 1.290  0.324
H14 -1.359 -0.598 -1.055  0.426
H15 -3.536 0.128 -0.594  0.373
H16 -3.816 1.541 1.949  0.403
H17 -4.365 2.326 0.453  0.329
H18 -6.413 1.906 2.457  0.382
H19 -8.545 0.618 2.478  0.406
H20 -8.743 -1.386 1.003  0.370
H21 -6.786 -1.995 -0.427  0.393
H22 0.654 0.043 0.188  0.315
H23 0.228 -1.058 1.509  0.337
H24 3.848 -1.918 -0.509  0.356
H25 6.946 -0.302 -0.318  0.333
H26 6.184 0.053 1.220  0.318
H27 5.994 -1.556 0.497  0.407

=====

Most stable structure: run two

=====

Run one
Density functional theory data (wB97M-V/def2-TZVPD) for one molecule with the formula C20H26N4O4.

The lowest unoccupied orbital energy is -0.33 eV. The total charge is 0. Its gap between HOMO and LUMO is 7.9 eV. As for the multiplicity: 1.

Each line ends with the Mulliken charge.
Positions of all 54 atoms, in Å:
C1 -8.760 2.871 0.256  -0.752
C2 -7.603 2.367 -0.127  0.034
C3 -7.457 1.221 -1.082  -0.848
N1 -6.591 0.194 -0.544  -0.145
C4 -5.392 -0.071 -1.073  0.511
O1 -4.919 0.423 -2.069  -0.663
N2 -4.638 -1.051 -0.370  -0.074
C5 -4.920 -1.669 0.800  0.839
O2 -5.950 -1.535 1.427  -0.730
C6 -3.814 -2.599 1.299  -0.608
O3 -2.604 -2.469 0.582  -0.427
C7 -1.695 -1.587 1.072  0.727
O4 -1.877 -0.940 2.076  -0.657
C8 -0.495 -1.531 0.230  -0.049
C9 -0.473 -2.379 -0.891  -0.252
N3 -0.491 -3.084 -1.797  -0.628
C10 0.500 -0.667 0.587  -0.254
C11 1.733 -0.431 -0.059  1.317
C12 2.251 -1.027 -1.247  -0.813
C13 3.478 -0.488 -1.479  0.477
C14 4.404 -0.756 -2.611  -1.597
N4 3.750 0.426 -0.477  0.340
C15 4.972 1.178 -0.357  -1.697
C16 5.886 0.669 0.771  1.383
C17 6.318 -0.773 0.521  -1.505
C18 7.102 1.584 0.889  -1.634
C19 2.707 0.477 0.382  0.664
C20 2.655 1.371 1.567  -1.854
H1 -8.823 3.703 0.936  0.259
H2 -9.696 2.478 -0.106  0.252
H3 -6.670 2.769 0.244  0.278
H4 -6.991 1.566 -2.011  0.356
H5 -8.436 0.788 -1.312  0.344
H6 -6.845 -0.261 0.327  0.307
H7 -3.756 -1.274 -0.819  0.122
H8 -3.653 -2.387 2.362  0.362
H9 -4.148 -3.633 1.181  0.379
H10 0.300 -0.100 1.489  0.501
H11 1.759 -1.764 -1.847  0.505
H12 5.367 -1.130 -2.266  0.261
H13 4.573 0.144 -3.204  0.319
H14 3.956 -1.507 -3.255  0.377
H15 5.507 1.117 -1.306  0.456
H16 4.729 2.230 -0.176  0.296
H17 5.329 0.704 1.712  0.106
H18 5.452 -1.422 0.404  0.359
H19 6.930 -0.838 -0.377  0.284
H20 6.906 -1.139 1.358  0.436
H21 7.751 1.245 1.692  0.402
H22 6.800 2.607 1.102  0.415
H23 7.674 1.580 -0.037  0.360
H24 3.236 2.277 1.406  0.344
H25 3.044 0.869 2.454  0.284
H26 1.626 1.656 1.773  0.527

=====

Run two
Density functional theory data (wB97M-V/def2-TZVPD) for one molecule with the formula C20H26N4O4.

The lowest unoccupied orbital energy is 0.42 eV. The total charge is 0. Its gap between HOMO and LUMO is 9.3 eV. As for the multiplicity: 1.

Each line ends with the Mulliken charge.
Positions of all 54 atoms, in Å:
C1 3.315 1.488 1.969  -1.089
N1 2.507 1.624 0.769  0.032
C2 3.025 1.463 -0.485  1.025
C3 4.389 0.831 -0.654  -1.697
N2 4.196 -0.600 -0.802  -0.068
C4 4.298 -1.454 0.234  0.754
O1 4.829 -1.191 1.295  -0.696
C5 3.581 -2.783 -0.030  -0.996
N3 2.156 -2.545 0.114  -0.100
C6 1.438 -1.952 -0.873  0.530
O2 1.948 -1.699 -1.959  -0.774
C7 0.031 -1.609 -0.566  0.678
C8 -0.617 -0.742 -1.442  -1.478
C9 -1.916 -0.334 -1.213  0.301
C10 -2.623 -0.784 -0.102  0.726
C11 -4.055 -0.369 0.190  1.989
C12 -4.135 0.245 1.595  -1.559
C13 -4.586 0.659 -0.812  -1.974
C14 -4.947 -1.617 0.120  -1.791
C15 -1.976 -1.673 0.756  -0.832
C16 -0.676 -2.080 0.538  -1.184
C17 2.280 1.734 -1.579  -0.434
C18 0.918 2.196 -1.483  0.358
O3 0.205 2.493 -2.417  -0.668
N4 0.449 2.267 -0.168  0.058
C19 -0.924 2.680 0.054  -1.258
C20 1.179 1.990 0.958  0.801
O4 0.691 2.067 2.066  -0.674
H1 2.644 1.600 2.819  0.374
H2 4.068 2.276 2.005  0.324
H3 3.801 0.515 2.022  0.352
H4 4.861 1.219 -1.559  0.391
H5 5.045 0.997 0.200  0.483
H6 3.606 -0.891 -1.582  0.411
H7 3.897 -3.531 0.697  0.452
H8 3.774 -3.133 -1.046  0.356
H9 1.781 -2.581 1.047  0.222
H10 -0.080 -0.386 -2.309  0.508
H11 -2.363 0.346 -1.917  0.377
H12 -3.486 1.115 1.669  0.295
H13 -3.838 -0.465 2.361  0.349
H14 -5.154 0.561 1.804  0.474
H15 -4.605 0.252 -1.820  0.414
H16 -3.982 1.563 -0.804  0.321
H17 -5.604 0.933 -0.543  0.445
H18 -4.882 -2.072 -0.867  0.403
H19 -5.984 -1.346 0.307  0.476
H20 -4.651 -2.359 0.857  0.340
H21 -2.495 -2.062 1.619  0.366
H22 -0.234 -2.788 1.225  0.412
H23 2.675 1.593 -2.571  0.410
H24 -1.337 2.963 -0.911  0.404
H25 -0.946 3.522 0.745  0.458
H26 -1.490 1.854 0.484  0.203

=====

Most stable structure: run two

=====

Run one
Density functional theory data (wB97M-V/def2-TZVPD) for C2H5N3O as an isolated structure.

The lowest unoccupied orbital energy is 1.04 eV. The total charge is 0. Its gap between HOMO and LUMO is 9.4 eV. As for the multiplicity: 1.

Each line ends with the Mulliken charge.
Positions of all 11 atoms, in Å:
N1 1.841 -0.504 0.458  -0.435
C1 -0.889 0.686 -0.771  -0.245
C2 0.365 1.072 -0.395  -0.307
O1 -2.209 -0.502 0.684  -0.397
N2 -1.015 -0.489 -0.060  -0.165
N3 0.651 0.137 0.584  -0.071
H1 -2.343 -1.436 0.892  0.352
H2 2.152 -0.734 -0.482  0.226
H3 2.040 -1.118 1.234  0.249
H4 -1.704 1.218 -1.239  0.388
H5 1.110 1.669 -0.905  0.405

=====

Run two
Density functional theory data (wB97M-V/def2-TZVPD) for a 3-piece molecular cluster, C2H5N3O overall.

The lowest unoccupied orbital energy is 0.49 eV. The total charge is 0. Its gap between HOMO and LUMO is 10.7 eV. As for the multiplicity: 1.

Each line ends with the Mulliken charge.
Positions of all 11 atoms, in Å:
C1 -0.352 -0.401 1.230  0.502
N1 -1.480 0.271 1.281  -0.432
C2 0.172 0.946 -0.924  -0.119
O1 2.607 -0.850 -0.711  -0.690
N2 0.640 -0.978 1.265  -0.534
N3 -0.715 0.829 -1.663  -0.214
H1 2.114 -1.218 0.031  0.440
H2 -1.969 0.446 0.420  0.199
H3 -2.043 0.154 2.109  0.240
H4 -1.417 0.701 -2.359  0.278
H5 2.444 0.100 -0.679  0.330

=====

Most stable structure: run two

=====

Run one
Density functional theory data (wB97M-V/def2-TZVPD) for one molecule with the formula C2H5N3O.

The lowest unoccupied orbital energy is -0.39 eV. The total charge is 0. Its gap between HOMO and LUMO is 7.2 eV. As for the multiplicity: 1.

Each line ends with the Mulliken charge.
Positions of all 11 atoms, in Å:
N1 0.368 -0.651 -0.135  0.166
N2 -0.751 -1.522 -0.146  -0.663
C1 1.576 -0.769 -0.362  0.602
C2 -0.038 1.136 -0.058  -0.137
N3 -1.150 1.183 0.633  -0.815
O1 2.673 -1.117 -0.570  -0.362
H1 -1.499 -0.943 0.252  0.299
H2 -0.551 -2.274 0.509  0.260
H3 -1.644 2.063 0.508  0.189
H4 0.988 1.308 0.429  0.111
H5 0.028 1.586 -1.060  0.351

=====

Run two
Density functional theory data (wB97M-V/def2-TZVPD) for a 2-piece molecular cluster, C2H5N3O overall.

The lowest unoccupied orbital energy is 0.62 eV. The total charge is 0. Its gap between HOMO and LUMO is 9.9 eV. As for the multiplicity: 1.

Each line ends with the Mulliken charge.
Positions of all 11 atoms, in Å:
C1 1.497 -0.425 -1.852  0.299
C2 0.049 0.336 -0.143  0.153
N1 2.109 -1.168 -2.488  -0.426
N2 -0.480 -0.928 -0.310  -0.621
N3 0.952 0.602 -1.227  -0.155
O1 -0.890 1.328 0.004  -0.486
H1 1.030 0.343 1.133  0.168
H2 0.069 -1.743 -0.469  0.225
H3 -1.084 -0.978 0.486  0.239
H4 1.471 1.473 -1.108  0.283
H5 -1.803 1.054 -0.088  0.322

=====

Run three
Density functional theory data (wB97M-V/def2-TZVPD) for one molecule with the formula C2H5N3O.

The lowest unoccupied orbital energy is 0.51 eV. The total charge is 0. Its gap between HOMO and LUMO is 10.4 eV. As for the multiplicity: 1.

Each line ends with the Mulliken charge.
Positions of all 11 atoms, in Å:
N1 1.661 -1.963 -1.082  -0.447
C1 1.345 -1.252 -0.238  0.297
N2 0.770 -0.491 0.649  -0.266
C2 -0.383 0.333 0.330  0.179
N3 -0.723 0.330 -1.019  -0.553
O1 -0.121 1.619 0.807  -0.583
H1 1.300 -0.388 1.559  0.266
H2 -1.503 -0.018 0.842  0.216
H3 -1.482 -0.274 -1.365  0.268
H4 0.096 0.010 -1.598  0.243
H5 -0.959 2.094 1.115  0.381

=====

Most stable structure: run three